(1)
Formula: C20H40Br14O5
Source: the OMol25 dataset
Level of theory: ωB97M-V/def2-TZVPD

Computed properties:
E ... -37198.07378 Eh
HOMO-LUMO gap ... 7.11 eV
HOMO level ... -0.2562 Ha
Max |F| ... 17.4 eV Å⁻¹

Atoms and positions in Å:
C (-2.7809, 4.8096, 2.4532)
C (-2.0421, 4.4178, 3.8359)
C (-2.2720, 2.8902, 4.2279)
C (-1.4178, 1.8496, 3.3302)
O (-0.7936, 0.8251, 4.2103)
C (0.5299, 0.4742, 3.7018)
O (1.4606, 1.1654, 4.0680)
O (0.5975, -0.6561, 2.8935)
C (1.7014, -0.5999, 1.9656)
O (1.9514, -1.9758, 1.5507)
O (0.7443, -2.6100, 1.3820)
H (-2.6490, 5.9261, 2.2688)
H (-2.2787, 4.2663, 1.5766)
H (-3.8827, 4.5044, 2.4803)
H (-2.5186, 5.0716, 4.6406)
H (-0.9116, 4.6005, 3.7816)
H (-3.3775, 2.5985, 4.1962)
H (-1.9454, 2.7428, 5.3159)
H (-2.1780, 1.3213, 2.6698)
H (-0.6239, 2.4065, 2.7248)
H (2.6757, -0.2372, 2.4094)
H (1.4512, -0.0402, 0.9941)
H (0.9649, -3.3414, 0.7539)
Br (-2.7568, 8.7310, 1.2917)
C (-1.5272, 9.5443, 2.5663)
C (-0.1596, 8.9147, 2.4859)
Br (-0.1264, 7.1743, 3.3618)
H (-1.9848, 9.4556, 3.5507)
H (-1.4822, 10.5972, 2.2849)
H (0.5726, 9.5172, 3.0249)
H (0.1845, 8.7621, 1.4635)
Br (-2.3577, 0.2092, 4.5601)
C (-3.5508, -1.2433, 5.2085)
C (-4.9679, -1.0825, 4.7022)
Br (-5.9162, 0.3079, 5.6879)
H (-3.4833, -1.2449, 6.2976)
H (-3.1079, -2.1613, 4.8186)
H (-5.5493, -1.9931, 4.8683)
H (-5.0191, -0.8145, 3.6466)
Br (-2.1436, 4.1376, -1.5431)
C (-0.6736, 5.4134, -1.6050)
C (0.6014, 4.8036, -1.0780)
Br (0.5878, 4.7032, 0.8674)
H (-0.9943, 6.2939, -1.0487)
H (-0.5661, 5.6743, -2.6586)
H (1.4579, 5.4322, -1.3245)
H (0.7799, 3.7939, -1.4458)
Br (-2.3176, -2.9797, -3.8111)
C (-1.1064, -3.1404, -2.2919)
C (-1.5369, -2.2538, -1.1511)
Br (-1.0768, -0.3924, -1.4908)
H (-0.1046, -2.9152, -2.6580)
H (-1.1545, -4.1915, -2.0008)
H (-1.0020, -2.5152, -0.2379)
H (-2.6088, -2.2869, -0.9605)
Br (-1.3868, -7.1150, -4.4696)
C (0.0777, -5.8308, -4.5389)
C (1.3576, -6.4257, -4.0109)
Br (1.3514, -6.5111, -2.0643)
H (-0.2469, -4.9505, -3.9882)
H (0.1805, -5.5757, -5.5938)
H (2.2083, -5.7919, -4.2635)
H (1.5439, -7.4369, -4.3717)
Br (1.9548, -4.8158, -7.8287)
C (3.4722, -5.9805, -8.2006)
C (3.7602, -6.8946, -7.0364)
Br (4.6690, -5.9429, -5.5992)
H (4.3112, -5.3360, -8.4594)
H (3.1788, -6.5576, -9.0784)
H (4.4480, -7.6877, -7.3319)
H (2.8637, -7.3396, -6.6060)
Br (3.6554, -3.4538, -3.1528)
C (4.8750, -3.6121, -1.6411)
C (4.4467, -2.7307, -0.4957)
Br (4.8924, -0.8636, -0.8305)
H (5.8726, -3.3819, -2.0132)
H (4.8336, -4.6634, -1.3522)
H (4.9886, -2.9928, 0.4138)
H (3.3775, -2.7699, -0.2990)

---

(2)
Formula: H20O10
Source: the OMol25 dataset
Level of theory: ωB97M-V/def2-TZVPD

Computed properties:
E ... -764.31468 Eh
HOMO-LUMO gap ... 9.72 eV
ΔE to the lowest compared entry with this formula, charge and spin ... 439.09 kJ/mol
HOMO level ... -0.3593 Ha
Max |F| ... 2.8 eV Å⁻¹

Atoms and positions in Å:
O (3.2108, 0.2190, -2.6365)
H (2.2967, 0.4913, -2.6100)
H (3.1077, -0.6515, -3.0813)
O (-4.2899, 0.6449, 1.3367)
H (-4.4032, 0.2746, 0.4694)
H (-3.6124, 1.3286, 1.3847)
O (-2.5365, -2.6012, 0.7541)
H (-2.3122, -2.9222, -0.1218)
H (-1.6762, -2.8825, 1.1591)
O (-1.6995, 2.1198, -0.7105)
H (-2.2568, 1.4057, -1.0785)
H (-1.9804, 2.0892, 0.2025)
O (2.4749, -2.3765, 1.1215)
H (2.2872, -2.7507, 0.2548)
H (1.8299, -2.4494, 1.8200)
O (-0.6245, 0.1316, -3.0371)
H (-0.9291, -0.4154, -3.7739)
H (0.3290, 0.1864, -3.2107)
O (-1.1238, 1.6738, 2.3998)
H (-1.7791, 2.0616, 3.0145)
H (-1.0830, 0.7206, 2.5429)
O (1.6880, -0.0491, -0.3427)
H (2.0084, -0.4105, 0.4717)
H (2.0457, 0.7172, -0.7754)
O (-0.7103, -0.3594, 0.0135)
H (-0.3673, 0.5400, -0.1000)
H (-0.2627, -0.9018, -0.6264)
O (3.5559, 0.9228, 1.1766)
H (3.4803, 1.1017, 2.1071)
H (3.8858, 0.0402, 1.0177)

---

(3)
Formula: C5H13NO2
Source: the OMol25 dataset
Level of theory: ωB97M-V/def2-TZVPD

Computed properties:
E ... -403.40533 Eh
HOMO-LUMO gap ... 4.69 eV
ΔE to the lowest compared entry with this formula, charge and spin ... 449.70 kJ/mol
HOMO level ... -0.2550 Ha
Max |F| ... 1.8 eV Å⁻¹

Atoms and positions in Å:
C (-0.7516, 0.6526, -0.9734)
N (1.1027, 0.1838, 1.6144)
C (1.0663, -0.2278, 0.3592)
C (-0.2574, -0.5528, -0.1634)
C (3.4640, 0.0902, -0.1710)
C (2.2108, -0.1881, -0.5055)
H (-0.0413, 0.9522, -1.7397)
H (-0.9192, 1.5029, -0.3160)
H (-1.6708, 0.3559, -1.4740)
H (0.3871, 0.8624, 1.8603)
H (2.0400, 0.4091, 1.9210)
H (-0.2089, -1.4318, -0.8082)
H (4.2658, -0.0847, -0.8784)
H (3.7800, 0.3477, 0.8370)
H (2.0671, -0.4767, -1.5383)
H (-0.9179, -0.7879, 0.6552)
H (-2.7811, -0.3831, 0.4564)
O (-2.9142, -1.3114, -0.6318)
H (-3.7435, -1.0573, -1.0471)
H (-3.4940, 0.8306, 1.2657)
O (-2.6842, 0.3143, 1.2777)

---

Number 3 is which compound? C5H13NO2

---

The highest HOMO-LUMO gap belongs to which entry? H20O10